Entry from the Open Molecules 2025 dataset: a cluster of 2 separate species, C4H7N2 in total at a distorted geometry (ωB97M-V with the def2-TZVPD basis set).

Kohn-Sham gap (alpha / beta)   7.453 / 8.173 eV
E_HOMO (alpha / beta)   -0.46654 / -0.55452 Eh
Total charge   +1
2S+1   3
Expectation value of S²   2.02

Structure (XYZ):
```
13
Properties=species:S:1:pos:R:3:forces:R:3:nbo_charge:R:1
C -3.83911 0.22770 -0.11686 -1.5 -0.5 -2.0 -0.206
C 0.49979 1.22740 0.32881 1.9 -0.5 -1.2 0.480
C 2.34843 -0.39995 -0.62051 2.2 1.9 3.5 -0.173
C 1.89314 -0.86534 0.71940 -1.5 -5.1 0.5 -0.221
N -2.74621 -0.33241 -0.04280 -0.4 0.1 -0.1 -0.225
N 1.35237 0.29904 0.24169 -2.7 3.2 -0.6 -0.368
H -4.19098 1.07554 0.39947 0.3 1.4 1.7 0.211
H -4.75033 0.09766 -0.83166 1.7 -1.0 0.4 0.223
H 0.42827 2.09786 -0.38759 -0.3 -0.9 0.8 0.230
H 3.32324 0.11769 -0.56429 -0.7 -0.4 -0.8 0.260
H 1.96078 -0.89867 -1.40315 -1.1 -1.2 -2.9 0.247
H 1.15587 -1.84120 0.73546 1.8 2.7 0.1 0.279
H 2.56474 -0.80532 1.54202 0.3 0.2 0.6 0.262
```
Positions in Å, forces in eV/Å.

Entry from the Open Molecules 2025 dataset: the ion C4H7N2 with charge +1 at a distorted geometry (ωB97M-V with the def2-TZVPD basis set).

Kohn-Sham gap (alpha / beta)   7.315 / 7.756 eV
E_HOMO (alpha / beta)   -0.42663 / -0.56707 Eh
Total charge   +1
2S+1   3
Expectation value of S²   2.01

Structure (XYZ):
```
13
Properties=species:S:1:pos:R:3:forces:R:3:nbo_charge:R:1
C -1.60326 -0.23233 -0.47966 -6.9 0.8 -1.6 0.170
C -0.25421 1.34000 0.05493 4.8 6.1 4.3 0.083
C 0.72742 0.40669 -0.30327 1.8 0.4 -2.2 -0.371
C -0.81770 -1.25735 0.01282 1.0 -0.5 1.7 -0.036
N -1.48956 1.13377 -0.18583 -2.6 -5.2 -3.5 -0.584
N 0.33997 -0.71319 0.42176 1.4 -3.7 2.9 -0.409
H -2.55025 -0.57717 -1.00410 1.0 0.7 1.0 0.251
H -1.97588 1.93340 0.11462 -2.8 0.1 -0.4 0.468
H -0.24646 1.77096 1.11867 1.5 0.0 -1.4 0.171
H 0.91028 0.08428 -1.34156 -0.7 0.6 0.0 0.258
H 1.67212 0.74892 0.00018 1.4 0.4 0.7 0.264
H -1.16747 -2.31738 0.31293 0.6 2.0 -0.9 0.294
H 0.72434 -0.61508 1.37662 -0.4 -1.6 -0.6 0.439
```
Positions in Å, forces in eV/Å.

Entry from the Open Molecules 2025 dataset: the ion C4H7N2O with charge +1 at a distorted geometry (ωB97M-V with the def2-TZVPD basis set).

Kohn-Sham gap   9.704 eV
E_HOMO   -0.49717 Eh
SMILES string   [H]/N=C/[C@H]([NH3+])C=C=O
Total charge   +1

Structure (XYZ):
```
14
Properties=species:S:1:pos:R:3:forces:R:3:nbo_charge:R:1
H 0.25421 0.96060 -2.56469 0.4 -0.1 1.1 0.402
N 0.23925 0.46004 -1.65003 -0.3 -0.6 -2.2 -0.602
C 0.55634 1.00595 -0.58319 0.5 0.5 0.4 0.105
C 0.21534 0.16803 0.63916 -0.2 1.9 2.3 -0.111
N 1.04736 -1.13175 0.74940 1.1 -0.1 0.0 -0.711
C -1.23757 -0.20614 0.62281 1.7 1.7 -4.7 -0.625
C -1.87476 0.15683 -0.53821 -0.9 -0.2 1.2 0.808
O -2.53112 0.51993 -1.41134 0.6 -0.6 0.7 -0.376
H 0.94889 2.03021 -0.46979 -0.1 -0.4 0.2 0.214
H 0.38988 0.83256 1.54776 0.2 -1.3 -0.8 0.249
H 1.72963 -1.15370 -0.02442 -0.6 -0.3 -0.1 0.451
H 0.30584 -1.83472 0.61324 0.7 -0.3 0.0 0.466
H 1.65611 -1.33785 1.59214 -1.3 0.6 -0.7 0.458
H -1.69941 -0.46998 1.47716 -1.9 -0.8 2.5 0.272
```
Positions in Å, forces in eV/Å.

Entry from the Open Molecules 2025 dataset: the ion C4H7N2O with charge +1 at a distorted geometry (ωB97M-V with the def2-TZVPD basis set).

Kohn-Sham gap   8.423 eV
E_HOMO   -0.52765 Eh
Total charge   +1

Structure (XYZ):
```
14
Properties=species:S:1:pos:R:3:forces:R:3:nbo_charge:R:1
C 1.30613 -0.56741 -0.65040 -0.5 2.0 1.4 0.300
C -0.17558 1.09871 0.30554 0.6 -2.9 2.8 -0.245
C -1.52485 0.23917 0.34587 1.7 -0.4 -0.2 0.045
C -1.57236 -1.19277 0.19837 0.8 3.9 -1.7 0.461
N 0.67866 0.70698 -0.73759 0.1 -1.8 -1.7 -0.555
N 1.12898 -1.15420 0.46896 -1.1 -1.1 -0.4 -0.719
O -1.61164 -0.58602 -0.94071 -0.3 -1.5 1.1 -0.323
H 1.97113 -0.72694 -1.48829 0.0 -0.7 -0.1 0.212
H -0.51130 2.04223 0.11876 -0.7 2.8 -0.2 0.231
H 0.41573 1.01177 1.31703 -1.5 0.2 -1.8 0.278
H -2.44467 0.75383 0.51590 -0.5 0.3 0.4 0.247
H -1.86058 -2.14665 0.50992 0.1 -1.6 0.4 0.259
H 0.32335 0.92286 -1.68401 0.7 0.1 0.7 0.410
H 1.46179 -2.10740 0.65320 0.5 0.7 -0.6 0.400
```
Positions in Å, forces in eV/Å.

Entry from the Open Molecules 2025 dataset: a cluster of 2 separate species, C4H7N2O in total at a distorted geometry (ωB97M-V with the def2-TZVPD basis set).

Kohn-Sham gap (alpha / beta)   7.710 / 7.638 eV
E_HOMO (alpha / beta)   -0.53189 / -0.52946 Eh
Total charge   +1

Structure (XYZ):
```
14
Properties=species:S:1:pos:R:3:forces:R:3:nbo_charge:R:1
C -0.36104 -0.68951 0.03146 0.9 0.3 0.1 0.744
C 1.51612 -0.48239 0.04422 4.7 0.4 -0.6 0.549
C -1.77423 -0.88832 -0.11932 -0.8 0.0 -0.2 -0.758
C 0.33258 1.81480 0.10036 0.1 1.1 0.1 -0.428
N 0.44375 0.39286 0.09774 -2.3 -1.7 0.3 -0.439
N 0.75301 -1.57716 0.09360 -2.1 0.3 0.4 -0.665
O 3.70998 0.25509 -0.15652 -0.8 -0.3 0.1 -0.161
H -2.25526 -0.88743 0.87400 0.3 0.0 0.0 0.333
H -2.00850 -1.85323 -0.56867 0.1 0.0 -0.1 0.298
H -2.23339 -0.06676 -0.67520 0.1 0.0 0.0 0.298
H -0.68044 2.11079 -0.16372 0.0 0.0 0.0 0.237
H 0.58696 2.20869 1.08750 -0.1 -0.1 -0.1 0.252
H 1.04419 2.22692 -0.61870 -0.1 -0.1 0.0 0.265
H 0.92625 -2.56436 -0.02674 0.0 0.1 -0.1 0.475
```
Positions in Å, forces in eV/Å.

Entry from the Open Molecules 2025 dataset: a structure of composition C4H7N2O at a distorted geometry (ωB97M-V with the def2-TZVPD basis set).

Kohn-Sham gap   7.772 eV
E_HOMO   -0.44497 Eh
Total charge   +1

Structure (XYZ):
```
14
Properties=species:S:1:pos:R:3:forces:R:3:nbo_charge:R:1
C -0.20316 0.09251 -1.13995 0.3 -4.8 0.8 0.216
C -0.38719 -1.65265 -0.25820 2.0 -0.2 -3.0 0.541
C -0.75807 -0.79442 0.91229 -0.6 -0.4 1.1 -0.588
C -0.34389 0.54865 0.33837 -0.6 1.6 -0.7 -0.133
N 0.01866 0.19559 -2.32606 -0.9 0.5 -0.9 -0.544
N 1.04654 1.01202 0.68724 -0.1 -6.6 -0.4 -0.647
O -0.15100 -2.80324 -0.51597 -0.9 2.8 1.1 -0.428
H -1.85678 -0.85450 0.97851 0.3 0.2 0.4 0.300
H -0.29028 -1.18524 1.82840 -0.3 0.5 0.0 0.274
H -0.91758 1.46777 0.49196 -0.6 -0.5 0.2 0.251
H -0.15395 0.84795 -3.08614 0.4 0.7 0.6 0.419
H 1.68968 0.16050 0.37717 -1.0 2.0 1.4 0.458
H 1.05586 1.26736 1.63330 0.8 0.4 1.8 0.450
H 1.25117 1.69769 0.07909 1.2 3.7 -2.4 0.430
```
Positions in Å, forces in eV/Å.

What did we get for total energy? Answer: -265.5960 -265.6429 -341.0407 -340.9745 -340.7792 -340.9681 a.u., in the order shown.